Entry 1:
C7H12F6N3O2PtSb as an isolated structure at a distorted geometry, computed with ωB97M-V with the def2-TZVPD basis set.

Net charge: +3
Strongest force on any atom, eV Å⁻¹: 1.50
⟨S²⟩: 8.8251
HOMO-LUMO gap (alpha / beta), eV: 8.49 / 5.97
Multiplicity: 6

XYZ file:
```
32
Properties=species:S:1:pos:R:3:lowdin_spin:R:1
Pt 0.31196 -0.94499 -1.38133 1.584
C -1.72579 1.25297 2.78067 0.007
C -1.05617 1.14609 1.44916 0.000
N -0.98542 -0.00926 0.84447 0.638
O -1.40999 -1.05705 1.36396 0.563
C -0.55990 2.34143 0.75310 0.266
C -0.49742 3.68335 1.33291 0.060
N -0.22444 2.15238 -0.55918 0.552
O 0.11573 2.95298 -1.34275 0.848
H -2.61748 0.62571 2.80026 -0.001
H -1.99824 2.28029 3.01088 0.001
H -1.03890 0.87476 3.54964 -0.005
H -2.20386 -1.57024 0.73533 0.011
H -0.22729 3.64162 2.39157 0.009
H -1.50638 4.13491 1.26863 0.023
H 0.18365 4.33054 0.78087 0.007
C 5.24244 -2.91451 -1.22160 0.007
C 4.80549 -1.47708 -1.60965 0.012
C 3.39272 -1.25365 -1.42522 0.073
N 2.26362 -1.10445 -1.27653 0.083
H 6.32211 -2.89613 -1.11537 0.001
H 4.97309 -3.60662 -2.01144 0.000
H 4.79627 -3.23072 -0.28307 0.000
H 5.02156 -1.25076 -2.65633 0.000
H 5.32971 -0.71475 -1.02308 0.006
F -1.54182 -1.18358 -1.69754 0.238
Sb -4.27517 -1.04546 -0.99406 0.001
F -3.18282 -2.08663 0.27070 0.008
F -3.29422 0.33722 -0.13531 0.008
F -5.84992 -0.78267 -0.11926 0.000
F -4.18868 -0.02808 -2.52284 0.001
F -4.37444 -2.59763 -1.95758 0.000
```

Entry 2:
C5H5Br2N3 as an isolated structure at a distorted geometry, computed with ωB97M-V with the def2-TZVPD basis set.

Strongest force on any atom, eV Å⁻¹: 5.54
HOMO-LUMO gap, eV: 9.31

XYZ file:
```
15
Properties=species:S:1:pos:R:3:mulliken_charge:R:1
C 1.21388 -1.61269 1.76457 -0.026
C 2.05664 0.24430 0.76712 -0.011
C -0.00637 -0.28744 0.38910 0.373
C -1.02969 0.93929 -1.79494 -1.274
C -1.65668 0.32112 -0.58011 0.369
N 2.28484 -0.87072 1.49547 -0.487
N -0.00621 -1.31806 1.23203 -0.469
N 0.92229 0.55043 0.11017 -0.337
Br -2.43586 1.52527 0.61340 -0.035
Br -2.67445 -1.28625 -0.99456 -0.058
H 1.21665 -2.31618 2.48642 0.471
H 2.94041 0.92544 0.54216 0.340
H -0.81730 1.97144 -1.55707 0.338
H -1.81790 0.88335 -2.51174 0.465
H -0.19025 0.33068 -1.96201 0.342
```

Entry 3:
A 2-piece molecular cluster, C2H6F3PSi overall at a distorted geometry, computed with ωB97M-V with the def2-TZVPD basis set.

Strongest force on any atom, eV Å⁻¹: 3.55
HOMO-LUMO gap (alpha / beta), eV: 8.22 / 6.52

XYZ file:
```
13
Properties=species:S:1:pos:R:3:mulliken_charge:R:1
C -1.44203 1.42407 0.08371 -0.905
C -1.37145 -1.38435 0.12470 -0.883
F 3.38583 1.39665 -0.59300 -0.249
F 3.04173 -1.06762 -1.30390 -0.279
F 3.79350 -0.37524 1.08610 -0.250
Si 2.76495 0.00111 -0.09060 0.640
P -0.73862 0.03395 1.16368 0.117
H -1.06896 2.33795 0.50393 0.312
H -2.61564 1.39502 0.21175 0.315
H -1.21160 1.17951 -1.02943 0.272
H -1.89456 -1.06091 -0.85263 0.262
H -2.09405 -1.88945 0.68435 0.343
H -0.54912 -1.99070 0.01134 0.304
```

Entry 4:
An isolated molecule of C3H4OS at a distorted geometry, computed with ωB97M-V with the def2-TZVPD basis set.

Strongest force on any atom, eV Å⁻¹: 4.10
SMILES: C[C@]12O[C@H]1S2
HOMO-LUMO gap, eV: 8.92

XYZ file:
```
9
Properties=species:S:1:pos:R:3:mulliken_charge:R:1
C 0.25134 -0.32811 -0.55320 -1.078
C -1.13258 0.20620 -0.39378 0.657
O -1.67713 1.47968 -0.47564 -0.382
C -2.00022 0.80232 0.76767 -0.277
S -2.60730 -0.80617 -0.02163 -0.196
H 0.51397 -0.70144 -1.50472 0.334
H 0.40842 -1.18706 -0.02175 0.381
H 1.10254 0.36511 -0.14453 0.256
H -1.60741 1.09739 1.75538 0.305
```

Entry 5:
A 2-piece molecular cluster, C10H13O overall at a distorted geometry, computed with ωB97M-V with the def2-TZVPD basis set.

Net charge: +1
Strongest force on any atom, eV Å⁻¹: 4.30
HOMO-LUMO gap (alpha / beta), eV: 6.87 / 5.58

XYZ file:
```
24
Properties=species:S:1:pos:R:3:mulliken_charge:R:1
C 0.43047 1.21818 -0.06058 -0.669
C 2.56627 0.05674 -0.03061 -0.298
C 1.84887 1.24050 -0.10967 1.110
C 1.81120 -1.12997 0.08313 0.404
C -0.25048 0.02692 -0.12441 -0.524
C -4.27356 -0.61017 0.75676 -0.445
C -4.38013 0.06047 -0.65366 -0.509
C -3.30050 -0.80485 -0.29456 0.548
C 2.68216 2.49013 -0.23097 -1.365
C 2.44434 -2.52118 0.27301 -1.250
O 0.44829 -1.08631 -0.01844 -0.277
H 0.08576 2.18397 -0.30991 0.380
H 3.67015 0.13586 0.11700 0.366
H -3.81383 -0.08023 1.76542 0.260
H -5.01514 -1.37499 1.21054 0.274
H -5.16975 -0.36527 -1.25850 0.255
H -4.27827 1.07874 -0.90591 0.282
H -2.15638 -0.52637 -0.29850 0.332
H 3.37141 2.58359 0.55774 0.396
H 2.15270 3.51214 -0.19517 0.339
H 3.36859 2.28622 -1.10819 0.328
H 1.66142 -3.19660 0.61217 0.325
H 3.20633 -2.49291 0.94400 0.427
H 2.89007 -2.68461 -0.72069 0.310
```

Entry 6:
C27H22N5O7ReS2 as an isolated structure at a distorted geometry, computed with ωB97M-V with the def2-TZVPD basis set.

Net charge: +1
Strongest force on any atom, eV Å⁻¹: 1.94
⟨S²⟩: 4.1224
HOMO-LUMO gap (alpha / beta), eV: 6.52 / 6.44
Multiplicity: 4

XYZ file:
```
64
Properties=species:S:1:pos:R:3:lowdin_spin:R:1
Re 0.38121 -0.72955 -1.24843 2.283
O 0.66381 -3.75596 2.13799 0.002
C 0.12742 -2.80651 1.38890 0.005
O -0.62212 -2.99196 0.46619 0.032
C 0.48143 -1.42676 1.85321 0.012
C 0.69172 -1.15836 3.19212 -0.002
C 0.87640 0.15788 3.59447 0.014
C 0.86251 1.16209 2.64440 -0.003
C 0.65505 0.81755 1.32164 0.015
N 0.46411 -0.44450 0.93167 0.012
C 0.59302 1.85161 0.20578 0.007
O 0.73829 3.01945 0.45631 0.012
O 0.32948 1.33914 -0.96105 0.049
H 0.39211 -4.63052 1.82218 0.000
H 0.68723 -1.97220 3.90247 0.000
H 1.01347 0.38992 4.64203 0.001
H 1.00492 2.20367 2.89627 0.000
S -0.02095 -1.06608 -3.56581 0.147
C -1.62358 -0.36628 -3.56399 0.001
N -2.22277 -0.15068 -4.72523 0.178
N -3.02714 0.86249 -4.87347 0.253
C -2.99057 2.14614 -4.30653 -0.004
C -1.98585 2.59745 -3.44250 0.040
C -1.97000 3.92003 -3.04235 -0.004
C -2.94546 4.80646 -3.48077 0.054
C -3.94442 4.36011 -4.33467 -0.007
C -3.97036 3.04218 -4.74569 0.048
N -2.23984 -0.09518 -2.41321 -0.091
N -1.60799 -0.38994 -1.32491 -0.198
C -2.36057 -0.04804 -0.14580 -0.004
C -2.82722 -1.05044 0.69352 -0.005
C -3.50129 -0.70406 1.85353 0.000
C -3.69759 0.63223 2.17448 -0.001
C -3.24632 1.62625 1.31728 0.001
C -2.58817 1.29215 0.14422 -0.005
H -3.63217 0.75905 -5.67673 0.003
H -1.19344 1.95152 -3.10160 0.002
H -1.18219 4.25916 -2.38255 -0.001
H -2.92397 5.83880 -3.16011 0.003
H -4.69841 5.04966 -4.68832 -0.002
H -4.74764 2.70236 -5.42085 0.002
H -2.67296 -2.08192 0.41543 0.000
H -3.88187 -1.47874 2.50613 0.000
H -4.21132 0.90095 3.08788 0.000
H -3.41504 2.66744 1.55738 0.000
H -2.24189 2.06095 -0.53497 0.001
C 5.23968 -1.94225 4.14103 0.000
C 4.60381 -1.97665 2.78083 0.000
C 4.43777 -3.16616 2.07664 0.000
C 3.87603 -3.17158 0.81080 0.000
C 3.47706 -1.97189 0.24460 0.002
C 3.63962 -0.77023 0.92399 0.000
C 4.19372 -0.78024 2.19021 0.000
S 2.78722 -1.95273 -1.38668 0.011
O 3.66569 -2.59737 -2.29032 0.004
O 2.45694 -0.51974 -1.65443 0.054
O 1.41427 -2.58338 -1.29838 0.080
H 5.68185 -2.89969 4.40745 0.000
H 4.50090 -1.67885 4.90064 0.000
H 6.01921 -1.18088 4.16519 0.000
H 4.77135 -4.09797 2.51478 0.000
H 3.76206 -4.09083 0.24935 0.000
H 3.36818 0.15691 0.43928 0.000
H 4.33554 0.15454 2.71911 0.000
```

Entry 7:
A 2-piece molecular cluster, C3H7O2P overall at a distorted geometry, computed with ωB97M-V with the def2-TZVPD basis set.

Strongest force on any atom, eV Å⁻¹: 3.49
HOMO-LUMO gap (alpha / beta), eV: 6.92 / 6.87

XYZ file:
```
13
Properties=species:S:1:pos:R:3:mulliken_charge:R:1
C -1.09372 0.65725 -1.12248 0.276
C 0.15720 -1.00071 1.94885 -0.416
C 0.22153 0.35093 -1.69782 -1.084
O -1.58643 0.04252 -0.19933 -0.478
O 0.58700 0.29455 1.78005 -0.161
P 1.68475 1.05504 0.94185 -0.075
H -1.59257 1.37261 -1.79034 0.317
H 1.00848 -1.65992 2.26303 0.264
H -0.34984 -1.25534 0.99262 0.247
H -0.61795 -0.74784 2.73168 0.204
H 0.74328 1.36376 -2.05504 0.300
H 0.03813 -0.17879 -2.74167 0.303
H 0.80012 -0.29406 -1.05138 0.303
```

Entry 8:
C3H3NO as an isolated structure at a distorted geometry, computed with ωB97M-V with the def2-TZVPD basis set.

Strongest force on any atom, eV Å⁻¹: 3.67
HOMO-LUMO gap (alpha / beta), eV: 8.67 / 8.62

XYZ file:
```
8
Properties=species:S:1:pos:R:3:mulliken_charge:R:1
O 0.40528 -1.69768 0.05798 -0.054
C 0.84778 -0.46885 0.20407 -0.112
C -0.41428 1.75327 -0.00575 -0.117
C -0.24479 0.54852 0.09904 -0.406
N -0.84301 -1.92891 -0.01447 -0.346
H 1.79683 -0.33915 -0.31174 0.272
H -0.30411 2.81859 -0.02259 0.388
H -1.24370 -0.68580 -0.00653 0.374
```

What did we get for molecular weight? Answer: 601.0 266.9 146.1 88.1 149.2 778.8 106.1 69.1 g mol⁻¹, in the order shown.